[1]
ORCA calculation (ωB97M-V with the def2-TZVPD basis set) on 2 unconnected molecules or ions with the total composition C5H8N2O2.

The geometry in ORCA input format:
```
! RIJCOSX wB97M-V def2-TZVPD def2/J DEFGRID3
* xyz 0 1
C -3.5244 0.2934 -1.3226
O -4.9378 3.1756 -1.7743
H -2.4842 1.4319 2.0550
H -1.0744 1.6177 1.4494
N -0.4770 2.2246 -1.9856
N -3.6777 0.6943 -2.7138
H -5.6467 0.7222 -0.8493
H -2.9963 0.2071 -3.2940
H -3.6819 2.9561 -0.2113
C -2.9848 1.6101 -1.7977
C -1.6210 2.0222 -1.9879
H -5.3021 2.6578 -2.5017
O -1.9685 2.0155 1.4906
C -4.0945 2.3585 -1.0304
C -4.6281 0.9780 -0.5283
H -4.5206 0.8680 0.5561
H -2.9532 -0.5947 -1.0557
*
```

The value obtained for the energy is -12387.56266 eV. For the largest force on an atom, the calculation gives 1.48 eV/Å. Its HOMO energy is -9.687 eV. The calculation puts the LUMO energy at 0.485 eV. As for the structure (SMILES): N#C[C@@]12N[C@@H]1C[C@@H]2O.O. The energy above the lowest of the compared OMol25 structures with the same formula, charge and spin comes out at 3.373 eV.

---

[2]
ORCA calculation (ωB97M-V with the def2-TZVPD basis set) on a single C5H8N2O2 molecule.

The geometry in ORCA input format:
```
! RIJCOSX wB97M-V def2-TZVPD def2/J DEFGRID3
* xyz 0 1
C -0.0871 -0.5990 1.6896
N 1.1328 -2.2607 0.0332
H -0.5816 0.4178 -2.4726
H 1.4737 1.4336 0.3175
C -0.2738 0.4021 -0.4434
O -0.0111 -0.8150 2.8729
H -1.7367 -0.4878 -1.5507
H 2.1810 -0.8831 1.1410
C 1.2122 -1.1934 0.7276
O -2.2603 0.3140 0.9882
H -2.4490 1.2334 0.7382
H 1.6135 0.8998 -1.3670
C 0.9278 1.3026 -0.6163
C -0.8946 0.1307 0.7970
H 0.5987 2.2865 -0.9687
H 0.1742 -2.4090 -0.3076
N -1.0198 0.2277 -1.5788
*
```

The value obtained for the energy is -12386.75593 eV. For the largest force on an atom, the calculation gives 3.65 eV/Å. Its HOMO energy (spin up / spin down) is -8.020 / -8.019 eV. The calculation puts the LUMO energy (spin up / spin down) at -0.409 / -0.410 eV. As for the structure (SMILES): [H]/N=C\C(=O)/C(O)=C(\C)N. The energy above the lowest of the compared OMol25 structures with the same formula, charge and spin comes out at 4.180 eV.

---

[3]
ORCA calculation (ωB97M-V with the def2-TZVPD basis set) on a single C5H8N2O2 molecule.

The geometry in ORCA input format:
```
! RIJCOSX wB97M-V def2-TZVPD def2/J DEFGRID3
* xyz 0 1
C -0.6326 -1.6914 0.8751
C 1.6695 0.9366 -0.1835
C 0.8809 0.6632 -1.4406
N -0.1664 -0.1882 -1.3159
O -2.2017 -0.3454 -0.4011
H -1.0102 -2.6407 0.4421
H -2.7646 -0.5949 0.4094
H 0.3803 -1.8175 1.3789
C -0.9033 -0.4290 -0.0528
H -1.3327 -1.4006 1.7469
H 1.0463 2.2722 1.3207
C 0.6471 1.3880 0.8921
N -0.4786 0.9305 1.0343
H 2.3831 1.7721 -0.4455
H 2.1101 0.1710 0.3084
H -0.8036 -0.2360 -2.0528
O 1.1766 1.2100 -2.5158
*
```

The value obtained for the energy is -12388.30786 eV. For the largest force on an atom, the calculation gives 4.36 eV/Å. Its HOMO energy is -9.023 eV. The calculation puts the LUMO energy at 0.616 eV. As for the structure (SMILES): C[C@@]1(O)N=CCC(=O)N1. The energy above the lowest of the compared OMol25 structures with the same formula, charge and spin comes out at 2.628 eV.

---

[4]
ORCA calculation (ωB97M-V with the def2-TZVPD basis set) on a molecular structure, C5H8N2O2.

The geometry in ORCA input format:
```
! RIJCOSX wB97M-V def2-TZVPD def2/J DEFGRID3
* xyz 0 1
H 0.3562 1.0634 1.2398
O 3.0608 0.9537 0.3580
H 2.6849 -1.5266 -0.3478
C -0.2641 -0.0548 -0.5583
H -0.3018 0.2187 -1.6244
C 0.5194 -1.3776 -0.4237
H 0.4103 -2.0116 -1.3111
O -2.4813 1.2818 0.7678
C -1.6690 -0.1254 -0.0862
N -2.4733 -0.9225 0.3919
H -3.1617 0.0370 1.0704
H -1.9882 1.9955 0.3366
H 0.1955 -1.9475 0.4588
C 0.6186 0.9759 0.1746
H 0.5970 1.9771 -0.2698
N 1.8850 -0.9124 -0.2721
C 2.0119 0.3752 0.0954
*
```

The value obtained for the energy is -12386.54118 eV. For the largest force on an atom, the calculation gives 4.77 eV/Å. Its HOMO energy is -9.806 eV. The calculation puts the LUMO energy at 0.518 eV. The energy above the lowest of the compared OMol25 structures with the same formula, charge and spin comes out at 4.394 eV.

---

[5]
ORCA calculation (ωB97M-V with the def2-TZVPD basis set) on a single C5H8N2O4 molecule.

The geometry in ORCA input format:
```
! RIJCOSX wB97M-V def2-TZVPD def2/J DEFGRID3
* xyz 0 1
C -0.4230 -1.1707 1.3318
C 0.6912 1.4036 -1.0204
H 0.6568 1.2203 1.7591
H -1.0017 1.9695 1.5285
H 1.6445 1.5179 -0.6532
N 0.7270 -1.0262 0.5187
O 0.5365 -2.8222 -0.8113
H -2.5145 1.2211 -0.3732
N 1.1344 -1.9026 -0.2981
H 0.6366 1.3232 -2.0794
H -1.8008 -0.3853 -0.7779
O -0.8687 -0.0378 1.7764
H -1.5954 1.2300 -1.9632
O -0.9960 -2.1895 1.5649
C -0.3357 1.1115 -0.2355
O 2.4675 -1.8958 -0.5837
H 3.0241 -1.4509 -0.0256
C -0.3093 1.1111 1.2566
C -1.6732 0.7728 -0.9144
*
```

The value obtained for the energy is -16479.24756 eV. For the largest force on an atom, the calculation gives 4.91 eV/Å. Its HOMO energy (spin up / spin down) is -9.547 / -9.548 eV. The calculation puts the LUMO energy (spin up / spin down) at -0.477 / -0.476 eV. As for the structure (SMILES): C=C(C)COC(=O)/N=[N+](\[O-])O. The energy above the lowest of the compared OMol25 structures with the same formula, charge and spin comes out at 5.926 eV.

---

[6]
ORCA calculation (ωB97M-V with the def2-TZVPD basis set) on a single C5H8N2OS molecule.

The geometry in ORCA input format:
```
! RIJCOSX wB97M-V def2-TZVPD def2/J DEFGRID3
* xyz 0 1
H 1.6323 1.4304 0.7719
H -1.1289 -2.4794 0.4620
H -0.7990 0.6855 -2.2567
H -1.3949 -1.9222 -1.2494
H -0.3221 3.2910 0.8830
O -2.0982 0.4351 1.2518
C -0.3322 2.3744 0.3592
N -0.9067 2.1437 -0.7415
C 0.4953 1.1391 0.6989
C -1.1256 -1.5932 -0.1851
C -0.7603 0.8130 -1.1362
H 0.8899 -1.5904 -1.0691
S -2.2130 -0.0837 -0.0960
H 0.0898 0.6875 1.5644
C 0.3214 -1.0692 -0.2944
N 0.3802 0.3606 -0.5166
H 1.0062 -1.2243 0.5015
*
```

The value obtained for the energy is -21174.93075 eV. For the largest force on an atom, the calculation gives 4.03 eV/Å. Its HOMO energy is -8.293 eV. The calculation puts the LUMO energy at 0.774 eV. The energy above the lowest of the compared OMol25 structures with the same formula, charge and spin comes out at 3.686 eV.

---

Please write out number 1 again, unchanged.
ORCA calculation (ωB97M-V with the def2-TZVPD basis set) on 2 unconnected molecules or ions with the total composition C5H8N2O2.

The geometry in ORCA input format:
```
! RIJCOSX wB97M-V def2-TZVPD def2/J DEFGRID3
* xyz 0 1
C -3.5244 0.2934 -1.3226
O -4.9378 3.1756 -1.7743
H -2.4842 1.4319 2.0550
H -1.0744 1.6177 1.4494
N -0.4770 2.2246 -1.9856
N -3.6777 0.6943 -2.7138
H -5.6467 0.7222 -0.8493
H -2.9963 0.2071 -3.2940
H -3.6819 2.9561 -0.2113
C -2.9848 1.6101 -1.7977
C -1.6210 2.0222 -1.9879
H -5.3021 2.6578 -2.5017
O -1.9685 2.0155 1.4906
C -4.0945 2.3585 -1.0304
C -4.6281 0.9780 -0.5283
H -4.5206 0.8680 0.5561
H -2.9532 -0.5947 -1.0557
*
```

The value obtained for the energy is -12387.56266 eV. For the largest force on an atom, the calculation gives 1.48 eV/Å. Its HOMO energy is -9.687 eV. The calculation puts the LUMO energy at 0.485 eV. As for the structure (SMILES): N#C[C@@]12N[C@@H]1C[C@@H]2O.O. The energy above the lowest of the compared OMol25 structures with the same formula, charge and spin comes out at 3.373 eV.

---

Repeat the second record exactly.
ORCA calculation (ωB97M-V with the def2-TZVPD basis set) on a single C5H8N2O2 molecule.

The geometry in ORCA input format:
```
! RIJCOSX wB97M-V def2-TZVPD def2/J DEFGRID3
* xyz 0 1
C -0.0871 -0.5990 1.6896
N 1.1328 -2.2607 0.0332
H -0.5816 0.4178 -2.4726
H 1.4737 1.4336 0.3175
C -0.2738 0.4021 -0.4434
O -0.0111 -0.8150 2.8729
H -1.7367 -0.4878 -1.5507
H 2.1810 -0.8831 1.1410
C 1.2122 -1.1934 0.7276
O -2.2603 0.3140 0.9882
H -2.4490 1.2334 0.7382
H 1.6135 0.8998 -1.3670
C 0.9278 1.3026 -0.6163
C -0.8946 0.1307 0.7970
H 0.5987 2.2865 -0.9687
H 0.1742 -2.4090 -0.3076
N -1.0198 0.2277 -1.5788
*
```

The value obtained for the energy is -12386.75593 eV. For the largest force on an atom, the calculation gives 3.65 eV/Å. Its HOMO energy (spin up / spin down) is -8.020 / -8.019 eV. The calculation puts the LUMO energy (spin up / spin down) at -0.409 / -0.410 eV. As for the structure (SMILES): [H]/N=C\C(=O)/C(O)=C(\C)N. The energy above the lowest of the compared OMol25 structures with the same formula, charge and spin comes out at 4.180 eV.

---

> Number 5 is which compound?

C5H8N2O4

---

> Which value of largest force on an atom does entry 5 give?

4.91 eV/Å